Record 1
Molecular formula: C37H36CaN3O3
Method: DFT, the ωB97M-V functional and the def2-TZVPD basis

Calculated values
- total energy (eV) = -68010.2053
- charge = -1

```
80
Properties=species:S:1:pos:R:3:forces:R:3:mulliken_charge:R:1
Ca 0.158968 -0.672216 0.238221 -0.2280 1.0762 -1.6977 1.816
O -0.639378 -0.709556 2.574241 -0.4849 0.8009 0.4498 -0.908
O -1.544088 3.112036 0.307729 -0.5566 -0.4012 1.3986 -0.709
O 1.567001 -2.302702 -0.195037 2.5139 -1.6889 -0.3401 -0.922
N 3.073231 -3.907677 -0.744482 0.0122 -1.3877 -0.1378 -0.002
N -1.907565 1.203967 3.220433 0.2819 -1.1496 0.6663 0.109
N -0.869940 1.127733 1.236096 -0.4382 0.1070 1.0021 0.292
C -1.157290 -0.420663 -2.602378 -0.2137 -0.3010 0.6095 -1.150
C -4.404509 2.300058 1.036672 -0.1918 0.1360 0.0131 -0.191
C 2.142918 0.779390 -2.097877 0.3463 0.1078 0.5201 -0.270
C 2.935693 0.394916 -0.980982 -0.5238 0.1946 -0.3582 0.457
C -1.999076 0.059051 -1.561020 -0.0769 -0.6343 -0.2325 0.175
C -2.548734 4.847549 3.312397 0.3903 0.0024 0.1849 -0.290
C -1.677397 -2.208993 -1.238695 0.0380 0.4093 -0.0538 -0.797
C -1.558885 2.295292 1.229947 0.9697 -0.2301 -1.7495 -1.607
C 2.764764 -2.672009 -0.352751 -1.9036 1.4882 0.6099 0.150
C 1.714847 -4.978201 -4.702758 -0.0426 -0.1018 0.3219 -0.617
C 1.279020 1.829627 -1.695762 0.4615 -0.1302 0.5662 -0.950
C 3.920483 -1.764475 -0.054308 0.6506 0.0425 -0.1153 -1.227
C -0.933345 -1.807246 -2.388339 -0.3631 0.2217 0.1863 0.545
C 2.285360 -4.908388 -3.422625 -0.3702 -0.1009 -0.2090 -0.244
C -6.632646 2.602671 1.934685 0.1390 -0.0918 0.1615 -0.380
C -1.967307 5.989122 3.881455 0.0259 -0.2350 -0.1132 -0.856
C -0.493163 3.621525 3.702956 0.0849 0.4519 0.2993 -0.362
C -6.094503 2.653026 3.228316 0.3241 -0.0016 -0.0083 -0.817
C 2.073564 -4.995056 -0.901829 0.5808 0.4782 0.1467 -1.304
C 0.124750 -5.408595 -2.448284 0.3359 0.0938 -0.1058 -0.248
C -4.709333 2.554903 3.423317 -0.4253 -0.0121 -0.3897 0.158
C 0.351123 -5.255687 -4.854044 0.1017 0.0790 0.3042 -0.416
C 0.092684 4.771079 4.234611 -0.3393 -0.1013 -0.0628 -0.778
C 1.484825 -5.096953 -2.290332 -0.2804 -0.0117 -0.3921 0.871
C 2.539981 1.194974 0.125523 -0.3373 -0.1106 -0.2089 -1.233
C -2.338343 2.417269 2.550178 -0.7197 -0.0269 0.2234 3.579
C 4.501090 -0.947018 -2.413050 0.0987 -0.0568 0.0332 -2.341
C -0.646761 5.955144 4.336370 -0.0730 -0.1334 -0.0808 -0.399
C 4.130579 -0.525255 -0.986076 -0.4241 0.2419 0.0801 2.701
C -0.444736 -5.466962 -3.722410 0.2603 -0.1445 0.0335 -0.567
C -2.340694 -1.047927 -0.725782 0.1929 -0.0692 -0.3865 -1.217
C -1.110260 0.442928 2.398306 0.0679 0.5025 -1.1833 0.167
C -5.786877 2.399435 0.844144 0.1197 0.0057 0.3165 -0.861
C -3.856541 2.410418 2.317691 0.0288 0.1920 0.1361 -0.846
C 1.523185 2.082834 -0.323145 0.3538 -0.2367 -0.3788 -0.755
C 5.327814 0.238267 -0.393855 0.2253 -0.1637 0.0522 -1.969
C -1.810828 3.656590 3.246833 -0.2836 0.4861 -0.0255 -0.215
H 0.601151 2.383597 -2.341737 0.0226 -0.2509 0.2619 0.377
H 5.156404 0.457927 0.668174 0.0578 0.0684 -0.2867 0.355
H 1.279593 -4.815405 -0.169333 0.1256 -0.1580 -0.1162 0.376
H 5.485666 1.183995 -0.931346 -0.1192 -0.2822 0.1616 0.363
H 3.692153 -1.468425 -2.938298 0.0404 0.1089 0.1535 0.325
H -3.028052 -1.022554 0.121780 0.2171 -0.0076 -0.2008 0.376
H 2.244078 0.377205 -3.099957 -0.1420 0.0207 0.0886 0.375
H 1.059193 2.854375 0.273056 -0.1154 -0.0807 -0.0418 0.711
H 0.075197 2.691874 3.642109 -0.1424 0.2947 -0.0544 0.316
H -2.556063 6.907136 3.950748 0.2406 -0.2489 -0.0222 0.367
H 4.840099 -2.361882 -0.139195 -0.0031 0.0447 0.2705 0.460
H -0.096291 -5.307365 -5.848128 0.1606 0.0650 0.2810 0.349
H 3.358351 -4.723980 -3.302732 -0.4316 0.0997 -0.0910 0.294
H -0.768079 0.173966 -3.429580 0.0204 -0.1856 0.3925 0.386
H 1.127081 4.726397 4.565442 -0.1512 0.1051 -0.0145 0.380
H -3.570415 4.885993 2.921303 0.4580 -0.0146 0.1657 0.435
H -0.477296 -5.612542 -1.557599 0.1065 0.2508 -0.3353 0.298
H -2.365001 1.082758 -1.462165 0.2545 -0.3349 0.0582 0.394
H -0.188955 6.851853 4.758659 -0.1366 -0.2565 -0.1139 0.363
H -6.743094 2.794193 4.097213 0.1482 -0.0584 -0.3250 0.353
H -2.297511 0.812514 4.071505 -0.0193 0.3243 -0.3795 0.277
H 3.009130 1.166409 1.109003 -0.1737 0.1601 -0.1163 0.229
H 3.825504 -1.408583 0.987664 -0.0787 -0.1318 -0.4553 0.356
H -1.772305 -3.230501 -0.854192 0.0660 0.4113 -0.1115 0.278
H -4.291971 2.626724 4.434059 -0.1483 0.0160 -0.3790 0.364
H 2.341415 -4.817364 -5.581539 -0.1818 -0.0489 0.2366 0.369
H -6.186523 2.330950 -0.167737 0.0640 0.0230 0.2726 0.419
H 5.381278 -1.602678 -2.397058 -0.0391 -0.0131 -0.0143 0.437
H 6.238539 -0.372218 -0.474925 0.0256 0.0889 0.0550 0.518
H -3.760996 2.183443 0.165258 -0.0926 0.0309 0.2941 0.299
H -7.709791 2.715026 1.785429 0.3484 -0.0701 0.0593 0.365
H 4.041843 -4.194510 -0.626684 -0.4878 0.2805 -0.2433 0.308
H 4.765246 -0.048524 -2.989959 -0.1544 -0.2811 0.1253 0.499
H -1.509447 -5.685412 -3.830435 0.3491 0.1012 0.0296 0.334
H 2.623959 -5.916934 -0.661607 -0.3243 0.1575 0.0679 0.408
H -0.343769 -2.461683 -3.031497 -0.0919 0.1751 0.2413 0.315
```
Positions in Å, forces in eV/Å.

Record 2
Molecular formula: C37H36CsI2N11O4Se2
Method: DFT, the ωB97M-V functional and the def2-TZVPD basis

Calculated values
- total energy (eV) = -210976.2375
- relative energy (zero: lowest compared OMol25 entry of this formula, charge and spin) (eV) = 1.036
- charge = 0

```
93
Properties=species:S:1:pos:R:3:forces:R:3:mulliken_charge:R:1
Cs 0.352876 0.170490 0.685277 -0.4177 -0.0508 -0.6291 1.049
I -1.254627 -1.020295 -2.965968 0.0497 -0.0935 0.0665 0.150
I -0.078754 -4.216647 -1.915468 0.0250 0.0266 -0.0077 -0.025
Se -1.868499 4.926374 -1.170097 -0.1188 0.0493 -0.1442 -0.148
Se -0.106276 3.722448 -0.220012 0.2177 -0.0461 0.1466 0.530
O 1.884344 0.725331 3.013672 0.1363 0.0407 -0.1267 -0.818
O -4.134224 -2.414837 1.670754 0.1076 0.1447 -0.0903 -0.459
O 2.763591 -3.618041 2.285588 -0.0079 -0.0032 -0.2324 -0.450
O 2.145300 2.294823 1.416789 -0.0287 -0.0232 -0.1580 -0.617
N 3.282919 2.247649 4.882585 -0.0370 -0.0039 -0.0277 -0.715
N -2.815833 -0.921234 0.618083 0.6329 0.0684 -0.0279 0.116
N 3.788999 1.072079 -3.496564 0.1836 -0.0488 -0.0266 1.388
N -1.093878 2.606414 2.169268 0.2078 -0.1151 -0.1318 0.836
N 2.135308 0.409669 -2.421450 0.2723 0.1635 0.2602 0.422
N 2.961457 0.079624 -3.392845 -0.2780 -0.1088 -0.1561 -0.765
N 2.168304 -2.475474 0.428954 -0.1149 0.0448 0.0322 0.041
N 3.618744 2.041276 -2.633498 0.0051 0.1489 -0.0757 -0.789
N -0.564775 -2.619239 1.491240 0.1120 0.8644 -0.4559 0.216
N -1.064111 3.098784 -3.108924 0.0285 0.0394 0.0735 -0.245
N 4.844345 1.056366 -4.401448 -0.0050 -0.0526 0.0408 -0.729
C -1.335683 4.992718 3.553231 -0.0026 0.0761 0.0030 -0.590
C 4.407270 -1.424545 -0.036725 -0.0042 0.0319 -0.0471 -0.041
C 2.839152 2.828362 3.620732 -0.0141 0.0190 0.0434 -0.730
C -4.356707 1.327010 1.981328 -0.0235 0.0058 0.0231 -0.123
C -1.483605 2.625243 3.443790 0.0450 0.0654 -0.1248 -0.710
C 6.205475 -0.390690 -1.268756 -0.0358 0.0062 -0.0052 -0.695
C 4.948516 0.894492 0.324074 -0.0211 -0.0282 0.0232 -0.636
C -1.802468 -2.773037 1.934204 0.1230 -0.5641 0.1727 0.497
C 4.021115 -3.242150 1.689153 0.0449 -0.0565 0.0546 -0.612
C -4.180592 -0.510515 0.275361 -0.0006 0.0751 0.0007 -0.234
C -5.068756 -1.522467 1.032599 -0.0183 -0.0002 -0.0011 -0.718
C 1.809930 -3.062704 1.490055 0.1714 -0.2715 0.3365 -0.080
C -2.108351 3.813832 -2.718872 0.1613 -0.1093 0.0044 0.499
C 0.218990 -4.288622 2.973562 0.1487 0.0681 0.0138 -0.791
C -3.430327 3.058943 -4.549224 -0.0648 -0.0207 -0.0401 -0.327
C -1.078363 -4.504868 3.400536 -0.0027 -0.0600 0.0474 -0.653
C -2.112567 -3.742242 2.887297 0.0079 0.1142 0.0203 -0.726
C -0.778670 3.754750 1.588484 -0.3304 0.2197 0.2922 -0.535
C -4.570301 2.648937 2.335972 -0.0116 0.0021 -0.0066 -0.770
C -3.316742 3.829242 -3.407421 -0.0913 0.1321 0.1506 -0.582
C -4.420312 0.932371 0.650606 -0.0261 0.0244 -0.0539 0.338
C 5.417712 -1.499611 -0.987553 0.0151 0.0261 0.0157 -0.560
C 0.420816 -2.291259 -2.645634 -0.0578 0.0515 -0.0869 -0.240
C 3.629453 -2.663813 0.317727 -0.0534 -0.0166 -0.0234 -0.348
C -1.189657 2.348623 -4.199887 -0.0298 0.0032 -0.0626 -0.496
C 4.172701 -0.217369 0.615384 0.0428 -0.0107 -0.0640 -0.125
C -4.903128 3.210122 0.027751 -0.0073 -0.0291 0.0349 -0.487
C 5.973686 0.806887 -0.608726 -0.0063 -0.0200 -0.0149 -0.625
C -4.843288 3.595541 1.358613 -0.0116 -0.0172 -0.0529 -0.609
C -4.692256 1.883981 -0.324020 0.0212 0.0042 0.0241 -0.482
C 2.248182 1.851972 2.591670 0.1069 0.3232 0.4384 0.561
C 0.438578 -3.311115 2.004009 -0.4574 -0.3151 0.1411 0.342
C -1.621644 3.790208 4.176836 -0.0008 -0.0715 0.0634 -0.707
C -2.887945 -1.940376 1.352307 -0.5712 -0.5112 0.1424 -0.261
C 2.570217 1.594035 -1.957154 -0.1380 -0.0773 0.0189 -0.654
C -0.899485 4.979969 2.241896 0.1273 0.0087 -0.0784 -0.390
C -2.349317 2.294625 -4.958060 0.0962 -0.0391 0.0040 -0.603
H 6.576745 1.676536 -0.835772 0.0002 0.0154 0.0031 0.401
H -0.625768 5.896032 1.736277 0.0045 -0.0154 -0.0057 0.551
H 4.456483 0.892301 -5.323859 -0.0171 0.0246 -0.0099 0.260
H 4.131579 1.718662 4.714775 0.0062 -0.0020 0.0132 0.318
H 2.150221 2.120164 -1.115545 0.0079 0.0060 0.0333 0.597
H 2.052172 3.563621 3.824351 0.0177 0.0243 -0.0287 0.155
H -4.999697 4.630645 1.632313 0.0000 0.0123 0.0029 0.416
H 1.043722 -4.857821 3.375128 0.0125 0.0188 -0.0111 0.569
H 4.494399 -2.495697 2.327997 -0.0201 0.0044 0.0002 0.419
H -4.724375 1.588230 -1.366526 -0.0073 -0.0049 -0.0154 0.341
H -4.356299 3.046454 -5.110454 -0.0046 0.0144 0.0146 0.413
H -1.428820 5.930397 4.085602 -0.0053 0.0025 0.0147 0.445
H 4.719756 1.832130 0.813168 0.0110 0.0246 -0.0016 0.462
H 3.656287 3.379940 3.153872 -0.0165 -0.0038 -0.0088 0.378
H -3.129690 -3.887879 3.215196 -0.0318 0.0253 -0.0105 0.554
H 2.594158 1.547639 5.141243 0.0102 -0.0262 0.0119 0.283
H -4.124036 0.595101 2.747440 0.0033 -0.0103 0.0210 0.407
H 5.590827 -2.431913 -1.513197 -0.0023 -0.0093 -0.0064 0.378
H -5.707003 -2.106848 0.372420 0.0169 -0.0225 0.0134 0.307
H 3.789500 -3.405774 -0.471012 -0.0248 0.0088 0.0012 0.631
H -5.677924 -1.049355 1.801974 0.0059 -0.0182 0.0067 0.394
H -0.317460 1.766280 -4.471484 -0.0016 -0.0096 -0.0271 0.541
H -4.141836 4.429120 -3.047465 -0.0340 0.0002 -0.0170 0.328
H 6.987690 -0.461986 -2.012959 0.0177 0.0030 -0.0103 0.394
H 3.380184 -0.126345 1.347281 -0.0395 -0.0552 0.0955 0.944
H 1.083587 -1.791325 -1.948774 -0.0566 -0.1058 0.1002 -0.397
H -1.703365 1.661074 3.888126 0.0184 -0.0210 0.0016 0.414
H -5.109271 3.944708 -0.739128 0.0035 0.0104 -0.0052 0.430
H -2.399714 1.670316 -5.839051 0.0103 -0.0050 -0.0045 0.410
H 0.902251 -2.416814 -3.607079 -0.0002 -0.0210 0.0187 0.569
H 4.645311 -4.130914 1.623769 0.0231 0.0377 0.0228 0.286
H 5.250834 1.983844 -4.365165 0.0094 0.0163 0.0198 0.301
H -4.295701 -0.615077 -0.806294 0.0050 0.0052 0.0109 0.655
H -1.282931 -5.267215 4.140591 -0.0042 0.0031 0.0022 0.429
H -4.509705 2.947296 3.374323 -0.0109 -0.0065 0.0075 0.406
H -1.938850 3.751836 5.209742 -0.0079 -0.0037 0.0104 0.524
```
Positions in Å, forces in eV/Å.